This record from the Open Molecules 2025 dataset describes the ion C14H20N3O5SSi with charge -1 in a non-equilibrium geometry. The level of theory is ωB97M-V/def2-TZVPD.

Results
SMILES	C[C@]1(Cn2cc([Si](C)(C)C)nn2)[C@H](C(=O)[O-])[C@H]2C(=O)C[C@H]2S1(=O)=O
F_max	0.069	hartree/bohr
HOMO-LUMO gap	0.31362	Eh
HOMO level	-5.79	eV
charge	-1

The geometry in XYZ format:
```
44
C14H20N3O5SSi | the Open Molecules 2025 dataset | ωB97M-V/def2-TZVPD
C 0.4237 0.7891 1.5947
C 1.2096 -0.4827 1.2181
C 2.2141 -0.2863 0.0639
N 1.8424 0.7283 -0.9143
C 0.9592 0.5579 -1.9436
C 0.5532 1.8118 -2.2664
Si -1.2751 2.2204 -2.4394
C -1.7270 3.1672 -0.8719
C -2.2359 0.6423 -2.4853
C -1.4843 3.2430 -3.9345
N 1.3205 2.7065 -1.5919
N 2.0317 2.0594 -0.7559
C 0.2385 -1.6251 0.7826
C -0.8423 -1.2246 -0.2632
O -0.7031 -1.6175 -1.4482
O -1.7295 -0.5051 0.2183
C -0.3491 -2.3323 2.0370
C -0.2533 -3.8323 2.0455
O -0.8618 -4.7364 1.5266
C 0.9442 -3.8179 3.0159
C 0.6555 -2.3212 3.2383
S 1.9903 -1.1324 2.7970
O 2.0971 -0.1228 3.9000
O 3.2030 -1.9674 2.4102
H -0.0016 1.2317 0.7054
H 0.9791 1.5013 2.1995
H -0.4626 0.5486 2.1816
H 2.4076 -1.2175 -0.4814
H 3.1666 0.0720 0.4246
H 0.5689 -0.3976 -2.2876
H -1.3452 4.1966 -0.9008
H -2.8322 3.1252 -0.8299
H -1.2875 2.6651 -0.0017
H -1.7297 -0.0821 -3.1099
H -2.3629 0.2272 -1.4929
H -3.2208 0.8379 -2.8948
H -1.2307 2.6848 -4.8357
H -0.7302 4.0313 -3.7889
H -2.4956 3.6546 -3.9614
H 0.8807 -2.3741 0.2920
H -1.3853 -2.0442 2.2489
H 1.9136 -4.0387 2.5233
H 0.7587 -4.4752 3.8834
H 0.1876 -2.0683 4.1927
```

---

This record from the Open Molecules 2025 dataset describes a structure of composition C15H28CeN8OS in a non-equilibrium geometry. The level of theory is ωB97M-V/def2-TZVPD.

Results
F_max	0.062	hartree/bohr
HOMO-LUMO gap	0.23729	Eh
HOMO level	-20.19	eV
charge	+4

The geometry in XYZ format:
```
54
C15H28CeN8OS | the Open Molecules 2025 dataset | ωB97M-V/def2-TZVPD
Ce 0.2271 -0.3332 -1.2320
C 1.1388 4.2508 -0.2034
N 0.1356 4.0890 -1.2645
C -0.3597 5.3935 -1.8709
C -0.1870 2.9516 -1.7436
N 0.5257 1.8572 -1.3900
N -1.2423 2.8767 -2.6368
C -1.7251 1.7420 -3.2311
N -2.7528 1.9192 -4.0643
N -1.2046 0.5075 -2.9277
H 1.1103 5.2345 0.1856
H 2.1589 4.0678 -0.6688
H 1.0369 3.5218 0.5823
H -1.1926 5.7738 -1.2930
H -0.7852 5.1871 -2.8694
H 0.4909 6.0898 -1.9830
H 1.4801 2.0986 -1.1786
H -1.9280 3.6722 -2.6149
H -2.9065 2.9097 -4.3650
H -3.0421 1.2110 -4.7693
H -1.6410 -0.0876 -3.5860
O 1.6507 -1.8018 -1.5644
N 2.7699 -2.2235 -0.8819
C 3.3451 -3.3735 -1.2869
C 4.3946 -3.9395 -0.5777
C 4.8915 -3.3077 0.5275
C 4.3064 -2.0874 0.8994
C 3.2560 -1.5698 0.2036
S 2.3109 -0.1024 0.4349
H 2.9424 -3.8842 -2.1007
H 4.8893 -4.8744 -0.9258
H 5.6942 -3.6878 1.0559
H 4.7472 -1.5801 1.7496
C -3.0320 -2.2674 2.0188
C -2.4667 -1.5143 0.7713
N -1.0818 -1.0283 0.9810
C -1.0193 0.0098 2.0309
C -1.9084 -0.4021 3.2532
N -2.1246 -1.9086 3.1148
C -0.7553 -2.5768 2.9194
C -0.3157 -2.2780 1.4875
H -3.1599 -3.3538 1.8904
H -4.0583 -2.0209 2.2815
H -3.1796 -0.6827 0.4697
H -2.5764 -2.1602 -0.0872
H -1.4404 0.9152 1.6270
H 0.0580 0.1896 2.2070
H -2.8652 0.0403 3.1753
H -1.4254 -0.2341 4.2400
H -2.4348 -2.2572 4.0253
H -0.8736 -3.6392 3.2069
H -0.1018 -2.1246 3.6875
H -0.5395 -3.1140 0.8030
H 0.7655 -2.0935 1.4876
```

---

This record from the Open Molecules 2025 dataset describes an isolated molecule of C3HN3O in a non-equilibrium geometry. The level of theory is ωB97M-V/def2-TZVPD.

Results
SMILES	N#Cc1cnon1
F_max	0.088	hartree/bohr
HOMO-LUMO gap	0.40959	Eh
HOMO level	-11.45	eV
charge	0

The geometry in XYZ format:
```
8
C3HN3O | the Open Molecules 2025 dataset | ωB97M-V/def2-TZVPD
N -2.8226 0.0229 -0.1138
C -1.7006 0.0890 0.0227
C -0.2907 0.0626 0.1320
C 0.6831 1.1807 0.0525
N 1.8680 0.5416 -0.1352
O 1.5143 -0.8005 -0.0437
N 0.2628 -1.1103 0.0889
H 0.5774 2.2309 0.2278
```

---

This record from the Open Molecules 2025 dataset describes a structure of composition C3H5P in a non-equilibrium geometry. The level of theory is ωB97M-V/def2-TZVPD.

Results
F_max	0.096	hartree/bohr
HOMO-LUMO gap	0.35484	Eh
HOMO level	-9.09	eV
charge	0

The geometry in XYZ format:
```
9
C3H5P | the Open Molecules 2025 dataset | ωB97M-V/def2-TZVPD
C -0.5589 1.1675 -0.0602
C 0.6462 0.2846 0.0067
C -0.2045 -0.9790 0.1151
P -1.7717 -0.0041 -0.0857
H -0.5820 2.2435 -0.0718
H 1.2589 0.3254 -0.8948
H 1.3048 0.4556 0.8631
H 0.0183 -1.9390 -0.9016
H -0.1110 -1.5544 1.0293
```

---

This record from the Open Molecules 2025 dataset describes a structure of composition C2H2Cl2OS in a non-equilibrium geometry. The level of theory is ωB97M-V/def2-TZVPD.

Results
F_max	0.099	hartree/bohr
HOMO-LUMO gap	0.35687	Eh
HOMO level	-9.75	eV
charge	0

The geometry in XYZ format:
```
8
C2H2Cl2OS | the Open Molecules 2025 dataset | ωB97M-V/def2-TZVPD
C 1.0202 1.0523 0.0889
C -0.1900 -0.4549 -0.2200
O 0.9991 1.7091 1.0614
S -1.6887 0.1981 0.5110
Cl 2.3031 0.9073 -1.0096
Cl 0.4523 -1.8706 0.7178
H -0.3937 -0.7719 -1.1727
H -2.5023 -0.7694 0.0232
```

---

This record from the Open Molecules 2025 dataset describes an isolated molecule of C4H7NO in a non-equilibrium geometry. The level of theory is ωB97M-V/def2-TZVPD.

Results
SMILES	OC1=CCCN1
F_max	0.045	hartree/bohr
HOMO-LUMO gap	0.31170	Eh
HOMO level	-7.55	eV
charge	0

The geometry in XYZ format:
```
13
C4H7NO | the Open Molecules 2025 dataset | ωB97M-V/def2-TZVPD
O 2.3451 0.4514 -0.5013
C 1.0525 0.1742 -0.2905
C 0.4915 -1.0082 -0.0196
C -0.9670 -0.8207 0.1917
C -1.1000 0.7063 0.2157
N 0.1540 1.2099 -0.3410
H 2.6976 -0.4807 -0.3456
H 0.9047 -1.9577 -0.2699
H -1.5563 -1.2516 -0.6153
H -1.3391 -1.2506 1.1183
H -1.9399 1.0673 -0.3703
H -1.2270 1.0545 1.2411
H 0.4838 2.1060 -0.0133
```

---

This record from the Open Molecules 2025 dataset describes a structure of composition C18H32CoO10 in a non-equilibrium geometry. The level of theory is ωB97M-V/def2-TZVPD.

Results
F_max	0.074	hartree/bohr
multiplicity	4
<S²>	3.760
HOMO-LUMO gap (spin up / spin down)	0.22432 / 0.10297	Eh
HOMO level (spin up / spin down)	-14.67 / -14.54	eV
charge	+2

The geometry in XYZ format:
```
61
C18H32CoO10 | the Open Molecules 2025 dataset | ωB97M-V/def2-TZVPD
Co 14.7592 1.8410 1.8094
O 16.1035 4.7190 -0.2071
C 16.3159 5.7064 -0.8530
O 15.8202 6.9225 -0.5584
C 16.1182 7.8767 -1.5199
C 16.7825 7.1375 -2.6300
C 17.2766 5.8071 -1.9934
H 16.8161 8.6091 -1.1141
H 15.1609 8.2749 -1.8563
H 17.6234 7.7112 -3.0196
H 16.1230 6.9457 -3.4763
H 18.3320 5.7806 -1.7220
H 17.1937 5.0190 -2.7418
O 16.8204 -0.4405 -0.6260
C 17.6735 -1.2108 -1.0951
O 18.5683 -1.8641 -0.3184
C 19.4840 -2.7099 -1.0805
C 19.1634 -2.2475 -2.5016
C 17.8040 -1.6761 -2.4739
H 19.3783 -3.7561 -0.7935
H 20.5195 -2.4150 -0.9107
H 19.3494 -3.0683 -3.1943
H 19.8405 -1.4292 -2.7464
H 16.9515 -2.3498 -2.5599
H 17.5793 -0.8004 -3.0828
O 13.4995 4.5248 4.1019
C 12.7574 5.4059 4.6238
O 12.7067 5.5551 5.9884
C 11.9235 6.7056 6.2731
C 11.7331 7.4632 5.0226
C 11.8310 6.4042 3.9439
H 12.2322 7.2994 7.1335
H 10.9807 6.2925 6.6316
H 12.4754 8.2610 5.0020
H 10.7848 8.0006 5.0121
H 12.3225 6.7158 3.0222
H 10.8649 5.9541 3.7154
O 18.1427 1.7588 3.2388
C 19.3590 2.0872 3.1297
O 19.7066 3.2129 2.4914
C 21.0774 3.5332 2.5322
C 21.6778 2.4386 3.3764
C 20.5958 1.3536 3.6021
H 21.2275 4.5134 2.9848
H 21.5219 3.4474 1.5406
H 21.9665 2.6972 4.3952
H 22.6044 2.0611 2.9438
H 20.3778 1.0129 4.6143
H 20.6780 0.5427 2.8783
C 10.8813 1.9956 0.7951
O 12.1522 2.3588 0.3723
H 10.8258 1.7501 1.8557
H 10.3632 2.9540 0.7611
H 10.4876 1.2720 0.0814
H 12.0471 2.6413 -0.5391
C 13.2917 -0.3228 4.9357
O 13.4594 -0.4906 3.5075
H 13.8229 -1.0870 5.5032
H 13.7989 0.5586 5.3281
H 12.2547 -0.3019 5.2707
H 13.0778 -1.3617 3.3764
```

---

This record from the Open Molecules 2025 dataset describes a structure of composition C6H18CrF2N7O16S2 in a non-equilibrium geometry. The level of theory is ωB97M-V/def2-TZVPD.

Results
F_max	0.202	hartree/bohr
multiplicity	9
<S²>	20.022
HOMO-LUMO gap (spin up / spin down)	0.21075 / 0.11771	Eh
HOMO level (spin up / spin down)	-10.85 / -12.83	eV
charge	+1

The geometry in XYZ format:
```
52
C6H18CrF2N7O16S2 | the Open Molecules 2025 dataset | ωB97M-V/def2-TZVPD
Cr -3.8802 0.7523 0.4777
N -1.1278 -0.1736 1.0470
S -0.5036 -0.5803 2.3558
O 0.2588 0.4411 3.0662
O -0.1934 -2.0042 2.5190
F -1.9538 -0.5219 3.0828
S 0.2610 -0.4696 0.1256
O 0.2955 -1.6800 -0.7393
O 1.5759 -0.0651 0.6576
F -0.1533 0.5736 -1.0302
C 4.0753 1.9383 5.6468
N 3.3311 2.6235 6.7463
O 2.7333 1.9462 7.5433
O 3.4898 3.8449 6.7857
H 5.0222 1.5773 6.0484
H 4.2040 2.6379 4.8209
H 3.5036 1.0829 5.2870
C -2.4573 -4.6037 0.1375
N -3.3671 -3.9590 1.1377
O -3.9181 -2.8749 0.8750
O -3.4167 -4.4802 2.2481
H -1.4385 -4.6246 0.5246
H -2.4680 -4.1051 -0.8317
H -2.7760 -5.6381 0.0086
C -2.0878 4.3877 -3.5205
N -3.1176 4.2402 -2.4077
O -3.1112 3.1867 -1.7504
O -3.9170 5.1251 -2.2599
H -1.3355 3.6209 -3.3354
H -1.6796 5.3925 -3.6289
H -2.6079 4.1273 -4.4423
C 0.8929 -5.4236 -3.8435
N 0.3810 -4.7950 -5.0823
O -0.6658 -4.2004 -4.9890
O 1.0725 -4.9589 -6.0860
H 1.8390 -5.0264 -3.4759
H 0.9764 -6.4814 -4.0925
H 0.2241 -5.3940 -2.9833
C 3.7221 -0.3720 -4.5849
N 4.2865 -1.7620 -4.3116
O 4.5356 -2.1315 -3.1770
O 4.4250 -2.4680 -5.2914
H 4.2789 0.4417 -4.1203
H 2.6948 -0.4314 -4.2254
H 3.7787 -0.1904 -5.6582
C -1.7657 4.5907 3.9535
N -2.8482 4.4243 2.9306
O -3.0975 3.3196 2.5431
O -3.5025 5.3625 2.5491
H -0.9282 3.9339 3.7185
H -2.1071 4.2276 4.9229
H -1.4325 5.6169 4.1086
```